1.
DFT (the ωB97M-V functional and the def2-TZVPD basis) results for a 2-piece molecular cluster, C5H14NP overall in a non-equilibrium geometry.

The geometry in XYZ format:
```
21
Properties=species:S:1:pos:R:3:mulliken_charge:R:1
C 0.5781 0.7977 0.9451 -1.67
C 2.6267 -0.2452 -0.0651 -1.59
C 0.7971 0.7780 -1.5572 -1.54
C -3.9038 -0.1434 0.6430 -0.80
C 1.0636 -0.0398 -0.2174 1.36
N 0.3320 -1.2709 -0.2007 -0.56
P -2.9475 -1.6833 0.4611 0.03
H 0.9166 0.3766 1.8656 0.45
H 0.9953 1.7558 0.9225 0.47
H -0.4752 0.9013 1.0192 0.22
H 2.8835 0.6127 0.4188 0.44
H 3.1938 -0.4037 -0.9799 0.38
H 2.7871 -1.2646 0.4711 0.31
H 0.9137 -0.0610 -2.2512 0.38
H -0.2280 1.0338 -1.5569 0.40
H 1.4159 1.5551 -1.8386 0.38
H -4.3737 0.0719 1.6636 0.30
H -4.6497 0.2893 -0.1026 0.32
H -3.0892 0.6974 0.5753 0.15
H 0.8144 -1.9357 -0.8571 0.25
H 0.3493 -1.8219 0.6414 0.30
```

Its HOMO energy (spin up / spin down) is -7.6480 / -7.6197 eV. For the orbital gap (spin up / spin down), the calculation gives 7.1 / 7.1 eV. The calculation puts the LUMO energy (spin up / spin down) at -0.6 / -0.5 eV. For the energy above the lowest of the compared OMol25 structures with the same formula, charge and spin, the calculation gives 3.1970 eV. The charge is 0.



2.
DFT (the ωB97M-V functional and the def2-TZVPD basis) results for an isolated ion of composition C8H10ClN2 and charge +1 in a non-equilibrium geometry.

The geometry in XYZ format:
```
21
Properties=species:S:1:pos:R:3:mulliken_charge:R:1
C -1.3467 2.4877 1.3955 -0.83
N -0.5234 1.6522 0.4408 -0.04
C -0.6616 2.0951 -0.9275 -0.90
C 0.1396 0.5476 0.7270 0.43
Cl 0.4438 0.5744 2.7402 -0.24
C 0.5553 -0.6454 0.0820 0.88
C 1.3287 -1.6135 0.7236 -0.49
C 1.4264 -2.8855 0.1074 -0.36
C 0.8317 -3.0998 -1.1567 -0.40
C 0.3013 -1.9593 -1.8025 -0.25
N 0.1083 -0.8157 -1.1724 -0.39
H -2.4319 2.0859 1.4061 0.32
H -1.2951 3.5162 0.9691 0.33
H -0.9654 2.4507 2.3798 0.40
H -1.1553 3.1557 -0.8896 0.31
H -1.2992 1.4913 -1.4295 0.38
H 0.2760 2.1527 -1.4515 0.37
H 1.8796 -1.3636 1.6573 0.32
H 1.7748 -3.7957 0.5748 0.41
H 0.9293 -4.0796 -1.6623 0.37
H -0.3160 -1.9514 -2.7119 0.39
```

Its HOMO energy is -14.0113 eV. For the orbital gap, the calculation gives 8.5 eV. The calculation puts the LUMO energy at -5.6 eV. For the energy above the lowest of the compared OMol25 structures with the same formula, charge and spin, the calculation gives 0.0000 eV. As for the SMILES: C[N+](C)=C(Cl)c1ccccn1. The charge is +1.



3.
DFT (the ωB97M-V functional and the def2-TZVPD basis) results for C5H7Cl3 in the gas phase in a non-equilibrium geometry.

The geometry in XYZ format:
```
15
Properties=species:S:1:pos:R:3:mulliken_charge:R:1
C 1.8039 1.2750 1.3246 -0.81
C 1.3056 1.1418 0.1009 0.65
Cl 2.2490 1.5219 -1.2691 -0.22
C -0.0312 0.6324 -0.3327 -1.09
C -0.5087 -0.8812 0.1159 0.73
C -1.5502 -1.4046 -0.8833 -1.23
Cl 0.8398 -2.0623 0.1340 -0.17
Cl -1.1901 -0.8431 1.7352 -0.16
H 2.6767 1.8645 1.4512 0.33
H 1.2130 1.2065 2.2490 0.25
H -0.8212 1.3389 0.1611 0.31
H -0.0501 0.7252 -1.4144 0.47
H -1.8082 -2.4334 -0.7317 0.38
H -2.6116 -0.8693 -0.6083 0.28
H -1.5165 -1.2123 -2.0324 0.29
```

Its HOMO energy is -9.5953 eV. For the orbital gap, the calculation gives 10.3 eV. The calculation puts the LUMO energy at 0.7 eV. For the energy above the lowest of the compared OMol25 structures with the same formula, charge and spin, the calculation gives 0.8162 eV. As for the SMILES: C=C(Cl)CC(C)(Cl)Cl. The charge is 0.



Copy entry 1 word for word.
DFT (the ωB97M-V functional and the def2-TZVPD basis) results for a 2-piece molecular cluster, C5H14NP overall in a non-equilibrium geometry.

The geometry in XYZ format:
```
21
Properties=species:S:1:pos:R:3:mulliken_charge:R:1
C 0.5781 0.7977 0.9451 -1.67
C 2.6267 -0.2452 -0.0651 -1.59
C 0.7971 0.7780 -1.5572 -1.54
C -3.9038 -0.1434 0.6430 -0.80
C 1.0636 -0.0398 -0.2174 1.36
N 0.3320 -1.2709 -0.2007 -0.56
P -2.9475 -1.6833 0.4611 0.03
H 0.9166 0.3766 1.8656 0.45
H 0.9953 1.7558 0.9225 0.47
H -0.4752 0.9013 1.0192 0.22
H 2.8835 0.6127 0.4188 0.44
H 3.1938 -0.4037 -0.9799 0.38
H 2.7871 -1.2646 0.4711 0.31
H 0.9137 -0.0610 -2.2512 0.38
H -0.2280 1.0338 -1.5569 0.40
H 1.4159 1.5551 -1.8386 0.38
H -4.3737 0.0719 1.6636 0.30
H -4.6497 0.2893 -0.1026 0.32
H -3.0892 0.6974 0.5753 0.15
H 0.8144 -1.9357 -0.8571 0.25
H 0.3493 -1.8219 0.6414 0.30
```

Its HOMO energy (spin up / spin down) is -7.6480 / -7.6197 eV. For the orbital gap (spin up / spin down), the calculation gives 7.1 / 7.1 eV. The calculation puts the LUMO energy (spin up / spin down) at -0.6 / -0.5 eV. For the energy above the lowest of the compared OMol25 structures with the same formula, charge and spin, the calculation gives 3.1970 eV. The charge is 0.